(1)
A molecular structure, C22H65CdO11S10 in a non-equilibrium geometry. Source: the OMol25 dataset; level of theory: ωB97M-V/def2-TZVPD.

Cartesian coordinates (Å):
H (3.594, -0.302, 0.389)
H (1.981, 2.608, 3.707)
C (1.149, 2.135, 4.228)
C (0.361, -2.755, 3.734)
H (-7.011, -1.693, 2.865)
H (-6.287, -2.714, 1.645)
C (-0.226, 3.186, -3.290)
C (1.997, 0.240, -3.549)
S (-3.355, -4.587, 0.011)
O (0.356, 4.638, 4.740)
H (5.052, 3.786, 1.358)
S (3.357, -2.580, -0.227)
H (1.529, 2.171, 7.014)
H (-1.065, -0.043, -4.535)
H (1.444, 1.318, 4.886)
H (0.316, 0.025, 2.017)
C (1.455, 3.199, 6.659)
H (-2.877, 3.915, 1.916)
H (-2.255, 2.830, 0.692)
H (3.591, 2.730, 1.606)
H (-3.719, -6.921, -0.712)
O (4.643, 0.747, -3.801)
H (-3.055, -0.351, -1.378)
H (4.650, -2.385, -4.019)
S (0.138, -4.373, 2.874)
O (-6.007, -0.641, -0.511)
H (0.074, 3.947, 1.457)
H (1.308, -0.547, -3.245)
C (0.619, 0.798, 0.057)
Cd (-0.161, -3.068, -0.311)
H (-0.849, 2.293, -3.241)
H (2.669, -1.255, 1.640)
H (2.305, 5.100, -5.611)
C (-0.247, 4.988, 1.494)
H (0.270, -2.720, 4.820)
C (-1.735, -4.361, 3.269)
C (3.539, -1.214, 0.984)
H (-4.091, -2.034, 1.014)
C (3.550, -4.003, 0.987)
H (2.444, 3.429, 6.262)
H (-0.545, 5.213, 2.518)
O (-0.718, -2.038, -2.064)
H (3.690, 4.135, -0.992)
H (-4.618, -4.986, -2.173)
H (2.922, -3.753, 1.842)
H (-1.981, -4.042, 4.282)
C (-3.899, -4.263, -1.789)
O (-0.674, -1.292, 0.758)
H (-2.256, -3.706, 2.571)
C (-2.714, -0.307, -2.412)
H (-2.560, -6.783, 0.731)
H (1.081, 1.663, 0.532)
H (1.458, 0.221, -0.332)
H (1.758, 1.192, -3.076)
H (-2.140, -1.105, -5.378)
H (1.284, 3.975, 7.405)
H (-0.950, 4.000, -3.238)
H (2.909, -2.499, -3.860)
H (-7.784, -1.857, 1.316)
C (-0.219, -0.024, 1.068)
S (0.623, 3.362, -4.972)
O (-0.947, 4.589, -0.996)
H (1.181, 5.521, -4.296)
H (4.471, -1.383, 1.522)
H (-2.067, -5.386, 3.105)
H (-0.479, -2.166, 3.368)
S (-1.898, -1.881, -3.005)
H (5.174, 2.279, 2.266)
H (-2.965, -4.267, -2.351)
H (4.582, -4.019, 1.339)
C (-4.247, -1.016, 1.370)
H (1.240, -2.180, 3.443)
S (-5.929, -0.332, 1.000)
C (4.667, 2.770, 1.435)
H (-3.418, -0.423, 0.985)
H (3.602, 2.836, -2.208)
C (-1.388, -1.083, -4.590)
O (0.295, -4.082, 1.396)
H (0.602, 5.568, 1.132)
S (4.941, 2.009, -0.279)
O (1.877, -2.607, -0.656)
C (3.656, 3.055, -1.142)
H (2.603, 4.470, -4.030)
O (-2.045, -3.849, 0.129)
H (2.652, 2.799, -0.806)
C (3.725, -1.814, -4.092)
S (3.711, -0.268, -3.153)
H (0.592, 1.853, 3.334)
S (-1.594, 5.206, 0.258)
H (-4.283, -3.250, -1.908)
H (1.955, 0.377, -4.630)
H (-3.557, 0.016, -3.023)
H (-1.112, 0.535, 1.345)
H (-2.158, -6.383, -0.954)
H (-1.965, 0.484, -2.447)
H (3.500, -1.666, -5.148)
C (-2.942, -6.357, -0.197)
H (-3.558, 3.854, 0.214)
C (-2.673, 3.825, 0.849)
H (0.440, 3.361, -2.445)
O (6.287, 2.545, -0.652)
H (3.267, -5.010, 0.680)
H (-4.005, -0.901, 2.427)
C (-6.809, -1.769, 1.797)
O (-0.567, 3.855, -5.822)
H (-0.530, -1.570, -5.054)
C (1.799, 4.729, -4.719)
H (0.020, 1.249, -0.735)
S (0.180, 3.236, 5.318)

Output
LUMO level (spin up / spin down): -0.1797 / -0.3388 Ha
<S²>: 0.757
Strongest force on any atom: 3.5 eV/Å
HOMO (spin up / spin down): -12.10 / -12.10 eV
2S+1: 2
Total energy: -5853.4726 Ha
Net charge: +2

=====

(2)
A molecular structure, C22H65N4O10 in a non-equilibrium geometry. Source: the OMol25 dataset; level of theory: ωB97M-V/def2-TZVPD.

Cartesian coordinates (Å):
H (-4.007, 1.382, -0.576)
H (6.006, 1.655, 2.390)
H (2.019, 4.236, -2.349)
H (-4.088, 2.698, -1.372)
O (-0.584, -1.789, 1.497)
H (2.950, 0.878, -1.491)
H (0.675, -3.239, 1.113)
H (-5.172, 0.177, 1.354)
C (-2.325, 1.198, 2.432)
C (1.487, 2.454, 1.433)
C (2.831, -4.751, 3.036)
O (6.524, 1.654, 0.440)
C (-2.573, 2.019, -3.470)
H (8.287, 2.648, 1.305)
H (4.296, -2.752, 2.237)
H (-6.555, -2.447, 4.882)
H (2.560, 0.709, 1.209)
H (3.564, -5.152, 2.211)
H (0.601, -0.064, -0.544)
H (-2.279, -4.183, -3.105)
H (-1.469, 1.388, 3.223)
H (-0.351, 1.022, -0.206)
H (4.434, 4.245, -2.136)
H (-1.101, -3.438, 1.101)
C (-7.178, -2.177, 3.791)
N (3.757, -0.072, 2.391)
H (4.281, -0.174, 0.385)
C (-3.459, -2.809, -1.198)
H (-0.861, -3.073, -3.052)
H (1.994, 2.268, -1.928)
H (-0.857, -1.970, 2.402)
C (2.083, 3.085, -2.724)
C (2.865, -1.195, 2.154)
H (-7.670, -0.163, 2.055)
C (-5.876, -0.562, 0.785)
H (7.926, 2.701, -0.513)
H (-3.145, -3.626, -0.558)
C (7.296, 2.803, 0.474)
C (-1.154, 1.826, -4.040)
C (1.142, 2.735, -3.878)
C (5.554, 1.471, 1.475)
H (1.392, 3.340, 0.842)
H (-4.146, -3.099, -1.817)
H (-0.628, 3.760, -4.013)
O (1.541, -0.630, -1.133)
H (5.490, 3.237, -2.956)
H (2.552, -1.534, 1.144)
H (-1.252, -4.211, -1.746)
H (4.501, 2.590, -1.448)
H (1.948, -5.399, 3.013)
C (2.865, -0.375, -1.802)
H (3.120, -4.786, 4.043)
O (-6.335, -1.555, 2.847)
H (5.523, -0.843, 1.578)
O (-2.384, -2.434, -1.922)
C (-7.006, -1.001, 1.798)
H (1.650, -1.481, -0.817)
C (3.338, -2.443, 2.707)
C (-3.892, 1.783, -1.590)
H (0.578, 2.287, 1.706)
H (-2.986, 2.753, 1.460)
N (-0.253, 2.819, -3.438)
H (-1.084, 2.125, -5.208)
H (-0.381, -2.567, -0.313)
O (3.387, 2.800, -3.285)
O (2.408, -3.447, 2.649)
N (-0.255, 0.486, -0.922)
H (1.973, -0.805, 2.546)
H (-6.439, -0.009, 0.048)
C (-1.591, -3.585, -2.544)
H (-2.374, 0.000, 2.073)
H (-4.637, 1.465, -2.321)
C (-3.978, -1.504, -0.520)
H (1.205, 1.659, -4.191)
H (4.935, 2.294, 1.431)
O (-2.189, 2.157, 1.378)
H (-7.831, -2.974, 3.478)
C (-0.199, -2.879, 0.723)
H (0.031, 1.078, -1.562)
H (2.231, 2.654, 2.326)
O (-2.657, 1.584, -2.158)
H (-2.671, 2.977, -3.441)
H (4.099, 0.117, 3.391)
H (3.455, -0.800, -1.037)
N (-5.195, -1.742, 0.323)
O (1.959, 1.332, 0.671)
H (6.906, 3.657, 0.599)
H (-3.200, -0.844, 0.272)
H (-0.797, 0.668, -3.985)
H (-4.868, -2.126, 1.142)
H (-4.300, -0.796, -1.299)
H (3.702, -2.346, 3.619)
H (-3.310, 1.213, -4.076)
H (-7.949, -1.458, 4.289)
H (-3.400, 1.208, 2.941)
H (3.014, -0.676, -2.685)
H (1.296, 3.238, -4.688)
H (-7.671, -1.814, 1.469)
C (4.806, 0.151, 1.413)
C (4.509, 3.186, -2.426)
H (-0.986, -0.072, -1.214)

Output
LUMO level: -0.0634 Ha
Strongest force on any atom: 12.5 eV/Å
HOMO: -10.92 eV
Total energy: -1847.6812 Ha
Net charge: +1